# 1
This record from the Open Molecules 2025 dataset describes a molecular structure, C4H8F3O3 at a distorted geometry. The level of theory is ωB97M-V/def2-TZVPD.

XYZ file:
```
18
Properties=species:S:1:pos:R:3
C -2.26 1.67 2.47
F -3.28 0.74 2.36
F -2.80 2.66 3.27
F -1.33 1.04 3.27
O -1.82 2.11 1.37
C -0.67 0.95 -0.02
H -1.52 0.25 -0.03
H -0.76 1.84 -0.64
H 0.12 0.97 0.75
O 0.29 0.07 -1.24
C 2.74 -1.51 -1.71
O 1.42 -1.82 -2.06
C 0.42 -1.29 -1.20
H 3.41 -2.06 -2.39
H 2.95 -0.43 -1.81
H 2.97 -1.81 -0.67
H -0.52 -1.75 -1.55
H 0.64 -1.63 -0.16
```

Properties
Total charge: -1
Gap between HOMO and LUMO, eV: 8.97
HOMO level, eV: -5.48
Molecular weight, g mol⁻¹: 161.099
Strongest force on any atom, eV Å⁻¹: 3.3

# 2
This record from the Open Molecules 2025 dataset describes 2 unconnected molecules or ions with the total composition C4H8F3OP at a distorted geometry. The level of theory is ωB97M-V/def2-TZVPD.

XYZ file:
```
17
Properties=species:S:1:pos:R:3
C 0.42 -1.90 -0.22
C -2.49 0.92 0.74
C 1.18 -0.70 -0.70
C 1.83 0.13 0.39
O 1.25 -0.23 -1.93
F 1.12 0.21 1.50
F 3.07 -0.30 0.79
F 2.02 1.37 -0.16
P -1.82 1.26 -0.92
H -0.42 -2.09 -1.00
H 1.02 -2.74 -0.11
H -0.07 -1.69 0.63
H -1.71 1.18 1.58
H -2.41 -0.16 0.96
H -3.38 1.47 0.98
H 1.63 0.70 -1.94
H -1.24 2.56 -0.59
```

Properties
Total charge: 0
Gap between HOMO and LUMO (spin up / spin down), eV: 9.09 / 6.63
HOMO level (spin up / spin down), eV: -8.39 / -7.53
Molecular weight, g mol⁻¹: 160.075
Strongest force on any atom, eV Å⁻¹: 5.8

# 3
This record from the Open Molecules 2025 dataset describes a molecular structure, C4H8F6O8S2Tl at a distorted geometry. The level of theory is ωB97M-V/def2-TZVPD.

XYZ file:
```
29
Properties=species:S:1:pos:R:3
Tl 0.50 -0.05 0.04
C 5.11 -1.42 0.22
F 4.88 -0.13 0.05
F 5.05 -2.05 -0.94
F 6.28 -1.62 0.80
S 3.79 -2.10 1.32
O 2.53 -1.74 0.65
O 3.95 -3.53 1.35
O 3.92 -1.44 2.59
C -0.80 5.01 -1.13
F 0.14 5.32 -0.26
F -1.76 5.92 -1.11
F -0.32 4.90 -2.35
S -1.59 3.42 -0.62
O -2.64 3.17 -1.59
O -0.54 2.41 -0.66
O -2.14 3.59 0.70
C -3.22 -0.43 -0.50
O -2.11 0.17 -1.18
H -3.24 -0.13 0.56
H -4.18 -0.08 -0.87
H -3.18 -1.52 -0.50
H -2.48 0.75 -1.86
C -1.36 -3.14 1.24
O -0.78 -2.50 0.11
H -2.39 -2.81 1.41
H -1.43 -4.22 1.07
H -0.79 -2.93 2.14
H -1.21 -2.82 -0.69
```

Properties
Total charge: +1
Gap between HOMO and LUMO, eV: 2.35
HOMO level, eV: -13.46
Molecular weight, g mol⁻¹: 566.605
Strongest force on any atom, eV Å⁻¹: 1.3

# 4
This record from the Open Molecules 2025 dataset describes a molecular structure, C4H8F7Mg2NO6S2 at a distorted geometry. The level of theory is ωB97M-V/def2-TZVPD.

XYZ file:
```
30
Properties=species:S:1:pos:R:3
Mg 0.61 -0.95 -1.30
Mg -1.83 -2.05 1.59
C 1.05 2.40 -3.69
F -0.25 2.64 -3.32
F 1.00 1.71 -4.87
F 1.73 3.59 -3.87
S 2.05 1.37 -2.45
O 2.48 0.20 -3.22
O 3.21 2.13 -1.96
N 0.82 0.84 -1.21
S 0.74 2.09 -0.15
O 1.22 3.36 -0.74
O -0.55 2.08 0.51
C 2.07 1.56 1.28
F 1.71 0.35 1.67
F 3.32 1.25 0.80
F 2.09 2.55 2.19
F -0.61 -1.37 0.16
C -1.69 0.41 3.74
O -1.13 -0.34 2.68
H -0.78 0.77 4.22
H -2.10 1.33 3.32
H -2.53 -0.09 4.21
H -0.41 0.23 2.39
C -1.71 -4.58 -0.39
O -2.45 -3.51 0.23
H -0.65 -4.55 -0.16
H -2.17 -5.48 0.01
H -1.94 -4.50 -1.46
H -3.30 -3.46 -0.21
```

Properties
Total charge: +3
Spin multiplicity: 2
Gap between HOMO and LUMO (spin up / spin down), eV: 8.81 / 4.89
HOMO level (spin up / spin down), eV: -21.00 / -21.00
Molecular weight, g mol⁻¹: 411.839
Strongest force on any atom, eV Å⁻¹: 5.8